(1)
{"formula": "C9H8N2", "method": "the ωB97M-V functional and the def2-TZVPD basis", "multiplicity": 1, "smiles": "N#C[C@@]1(N)Cc2ccccc21", "homo_lumo_gap_ev": 10.19, "lumo_ev": 0.82, "species": ["N", "C", "C", "N", "C", "C", "C", "C", "C", "C", "C", "H", "H", "H", "H", "H", "H", "H", "H"], "coordinates": [[-0.666, -1.472, -3.280], [-0.692, -0.698, -2.438], [-0.730, 0.313, -1.328], [-1.049, 1.686, -1.596], [-1.651, -0.253, -0.131], [-0.516, -0.351, 0.758], [-0.140, -0.645, 2.005], [1.238, -0.648, 2.293], [2.087, -0.281, 1.293], [1.752, 0.120, 0.014], [0.417, 0.023, -0.230], [-0.328, 2.328, -1.251], [-1.400, 2.013, -2.502], [-2.223, -1.124, -0.420], [-2.390, 0.500, 0.050], [-0.941, -0.707, 2.694], [1.567, -1.122, 3.175], [3.087, -0.088, 1.558], [2.579, 0.407, -0.665]], "nbo_charge": [-0.32, 0.27, 0.03, -0.85, -0.39, -0.04, -0.20, -0.19, -0.21, -0.20, 0.01, 0.39, 0.40, 0.22, 0.23, 0.21, 0.22, 0.21, 0.23]}

=====

(2)
{"formula": "C18H42N6O18S3", "method": "the ωB97M-V functional and the def2-TZVPD basis", "multiplicity": 1, "smiles": "C[N+](=O)[O-].C[N+](=O)[O-].C[N+](=O)[O-].C[N+](=O)[O-].C[N+](=O)[O-].C[N+](=O)[O-].O=S1(=O)CCCC1.O=S1(=O)CCCC1.O=S1(=O)CCCC1", "homo_lumo_gap_ev": 9.90, "lumo_ev": -0.29, "species": ["C", "N", "O", "O", "H", "H", "H", "C", "N", "O", "O", "H", "H", "H", "C", "N", "O", "O", "H", "H", "H", "C", "N", "O", "O", "H", "H", "H", "C", "N", "O", "O", "H", "H", "H", "C", "N", "O", "O", "H", "H", "H", "O", "S", "O", "C", "C", "C", "C", "H", "H", "H", "H", "H", "H", "H", "H", "O", "S", "O", "C", "C", "C", "C", "H", "H", "H", "H", "H", "H", "H", "H", "O", "S", "O", "C", "C", "C", "C", "H", "H", "H", "H", "H", "H", "H", "H"], "coordinates": [[1.672, 5.632, 0.016], [1.890, 5.666, 1.486], [3.029, 5.499, 1.929], [0.928, 5.957, 2.172], [1.708, 6.628, -0.187], [0.617, 5.340, -0.089], [2.478, 5.079, -0.520], [5.494, 2.441, 2.141], [4.043, 2.116, 2.154], [3.584, 1.833, 3.287], [3.440, 2.181, 1.142], [5.675, 3.455, 2.495], [5.873, 2.349, 1.064], [6.004, 1.806, 2.883], [3.307, -3.070, 2.217], [3.683, -1.646, 2.438], [3.953, -0.926, 1.500], [3.814, -1.231, 3.599], [3.504, -3.714, 3.066], [3.793, -3.381, 1.296], [2.211, -3.020, 2.156], [3.383, -0.270, -2.751], [3.726, -1.144, -3.927], [3.994, -2.281, -3.641], [3.766, -0.704, -5.010], [3.943, 0.640, -3.018], [3.766, -0.626, -1.792], [2.283, -0.082, -2.712], [-4.048, 1.573, 0.729], [-3.958, 0.170, 0.257], [-2.876, -0.338, 0.453], [-4.914, -0.372, -0.281], [-3.805, 1.561, 1.804], [-4.971, 1.970, 0.340], [-3.237, 2.060, 0.204], [0.657, 0.184, -0.061], [0.951, 1.566, -0.468], [1.769, 1.738, -1.316], [0.248, 2.417, 0.050], [0.119, -0.300, -0.918], [-0.143, 0.055, 0.693], [1.520, -0.427, 0.015], [-2.204, 1.685, -2.040], [-1.966, 0.870, -3.230], [-0.594, 0.301, -3.334], [-3.157, -0.467, -3.361], [-4.181, 0.036, -4.395], [-3.323, 0.828, -5.438], [-2.525, 1.735, -4.680], [-3.503, -0.611, -2.362], [-2.553, -1.233, -3.759], [-4.678, -0.807, -4.886], [-4.907, 0.685, -3.927], [-3.878, 1.447, -6.225], [-2.650, 0.147, -5.933], [-3.027, 2.679, -4.404], [-1.597, 2.079, -5.123], [0.458, -1.577, 2.617], [-0.376, -1.040, 3.663], [-1.399, -1.851, 4.292], [0.749, -0.395, 4.973], [0.577, 1.107, 4.932], [0.006, 1.553, 3.527], [-1.086, 0.508, 3.285], [1.757, -0.580, 4.638], [0.512, -0.876, 5.907], [-0.132, 1.522, 5.672], [1.544, 1.576, 5.139], [0.736, 1.538, 2.734], [-0.401, 2.578, 3.551], [-1.475, 0.463, 2.242], [-1.881, 0.592, 3.990], [-3.655, -5.913, -0.730], [-2.288, -5.444, -0.834], [-1.231, -6.402, -1.069], [-2.233, -4.231, -2.180], [-1.800, -2.925, -1.572], [-1.081, -3.288, -0.236], [-1.847, -4.368, 0.524], [-3.256, -4.189, -2.582], [-1.504, -4.659, -2.882], [-1.141, -2.321, -2.166], [-2.668, -2.315, -1.326], [-1.030, -2.365, 0.325], [-0.010, -3.539, -0.448], [-2.793, -3.971, 0.994], [-1.183, -4.947, 1.225]], "mulliken_charge": [-0.77, 0.92, -0.53, -0.55, 0.41, 0.26, 0.25, -0.96, 0.97, -0.51, -0.44, 0.31, 0.32, 0.33, -0.63, 1.03, -0.53, -0.58, 0.28, 0.30, 0.12, -0.32, 1.01, -0.58, -0.58, 0.27, 0.20, 0.02, -0.78, 0.86, -0.38, -0.57, 0.25, 0.33, 0.29, 0.38, 1.42, -0.60, -0.59, -0.27, -0.77, 0.30, -0.70, 1.37, -0.66, -0.26, -0.73, -0.52, -0.95, -0.13, 0.39, 0.38, 0.36, 0.31, 0.30, 0.34, 0.43, -0.43, 1.16, -0.79, -0.41, -0.78, -0.19, 0.24, -0.06, 0.41, 0.35, 0.40, -0.12, 0.46, -0.63, 0.51, -0.70, 1.26, -0.68, -1.02, 0.09, 0.12, -0.76, 0.36, 0.40, 0.58, -0.23, -0.52, 0.39, 0.32, 0.45]}

=====

(3)
{"formula": "C3HN2O2", "method": "the ωB97M-V functional and the def2-TZVPD basis", "multiplicity": 1, "homo_lumo_gap_ev": 9.50, "lumo_ev": 3.63, "total_charge": -1, "species": ["C", "C", "C", "N", "N", "O", "O", "H"], "coordinates": [[-1.453, 1.354, -0.377], [0.319, 0.138, 0.163], [0.139, -1.282, -0.125], [-2.462, 1.823, -0.686], [1.111, 1.001, 0.570], [0.283, -1.970, 0.916], [0.132, -1.596, -1.300], [1.931, 0.531, 0.840]], "nbo_charge": [0.08, 0.49, 0.61, -0.57, -0.64, -0.69, -0.65, 0.37]}

=====

(4)
{"formula": "C5HCl2F5N2S", "method": "the ωB97M-V functional and the def2-TZVPD basis", "multiplicity": 1, "homo_lumo_gap_ev": [7.94, 7.94], "lumo_ev": [-0.81, -0.81], "species": ["C", "C", "C", "C", "C", "N", "N", "F", "F", "F", "F", "F", "S", "Cl", "Cl", "H"], "coordinates": [[-0.484, 0.100, 0.145], [0.645, 0.828, -0.071], [-1.536, 2.758, -0.239], [2.016, 0.285, 0.277], [-0.676, -2.681, -0.121], [0.699, 2.102, -0.533], [-0.342, 2.796, -0.367], [2.170, 0.137, 1.613], [2.229, -0.930, -0.269], [-1.495, -2.323, -1.108], [-1.185, -3.764, 0.456], [0.480, -3.020, -0.677], [-0.495, -1.353, 1.154], [-2.033, 0.487, -0.549], [-2.784, 3.603, 0.376], [2.791, 0.976, -0.087]], "nbo_charge": [-0.34, 0.07, 0.19, 0.55, 0.85, -0.34, -0.09, -0.33, -0.33, -0.32, -0.32, -0.31, 0.25, 0.14, 0.18, 0.16]}

=====

(5)
{"formula": "C23H27ClIN5O4", "method": "the ωB97M-V functional and the def2-TZVPD basis", "multiplicity": 1, "smiles": "[H]/N=C(/N)c1ccc(NC(=O)c2cc(C)cc(I)c2O)cc1Cl.CNC(=O)[C@@H]1CCCN1C(C)=O", "homo_lumo_gap_ev": 7.82, "lumo_ev": -0.40, "species": ["H", "N", "C", "N", "C", "C", "C", "C", "N", "C", "O", "C", "C", "C", "C", "C", "C", "I", "C", "O", "C", "C", "Cl", "H", "H", "H", "H", "H", "H", "H", "H", "H", "H", "H", "H", "C", "N", "C", "O", "C", "C", "C", "C", "N", "C", "C", "O", "H", "H", "H", "H", "H", "H", "H", "H", "H", "H", "H", "H", "H", "H"], "coordinates": [[2.503, -2.588, -0.725], [1.740, -2.675, -0.060], [1.274, -1.576, 0.406], [0.248, -1.778, 1.260], [1.779, -0.256, 0.052], [1.919, 0.718, 1.055], [2.419, 1.985, 0.747], [2.786, 2.301, -0.565], [3.330, 3.528, -0.930], [3.044, 4.778, -0.423], [2.146, 4.913, 0.402], [3.801, 5.964, -0.877], [3.437, 7.232, -0.378], [4.129, 8.390, -0.746], [3.720, 9.734, -0.204], [5.202, 8.288, -1.632], [5.585, 7.049, -2.145], [7.336, 6.954, -3.554], [4.890, 5.889, -1.777], [5.326, 4.712, -2.327], [2.653, 1.334, -1.558], [2.142, 0.069, -1.270], [1.943, -1.044, -2.606], [-0.367, -0.987, 1.392], [-0.177, -2.693, 1.096], [1.655, 0.481, 2.083], [2.531, 2.718, 1.540], [3.983, 3.535, -1.710], [2.604, 7.322, 0.317], [4.602, 10.344, 0.013], [3.147, 9.624, 0.722], [3.101, 10.262, -0.936], [5.749, 9.179, -1.929], [6.116, 4.902, -2.869], [2.929, 1.564, -2.581], [-5.195, -3.411, -0.656], [-3.737, -3.331, -0.548], [-2.871, -4.197, -0.002], [-1.698, -3.863, 0.056], [-3.308, -5.522, 0.656], [-3.733, -6.580, -0.376], [-4.835, -7.362, 0.339], [-5.499, -6.304, 1.213], [-4.434, -5.386, 1.583], [-4.491, -4.616, 2.688], [-3.283, -3.788, 3.097], [-5.496, -4.550, 3.386], [-5.655, -3.345, 0.332], [-5.501, -4.339, -1.139], [-5.561, -2.575, -1.255], [-3.297, -2.503, -0.920], [-2.459, -5.920, 1.213], [-4.144, -6.109, -1.270], [-2.899, -7.227, -0.648], [-5.540, -7.813, -0.360], [-4.385, -8.126, 0.975], [-5.941, -6.772, 2.094], [-6.265, -5.774, 0.648], [-3.189, -2.929, 2.437], [-2.380, -4.393, 3.056], [-3.428, -3.438, 4.118]], "nbo_charge": [0.34, -0.70, 0.41, -0.81, -0.16, -0.16, -0.24, 0.25, -0.64, 0.66, -0.61, -0.22, -0.12, -0.04, -0.62, -0.22, -0.16, 0.10, 0.35, -0.71, -0.28, 0.02, 0.01, 0.37, 0.44, 0.23, 0.24, 0.43, 0.25, 0.22, 0.22, 0.22, 0.23, 0.50, 0.23, -0.42, -0.61, 0.67, -0.64, -0.13, -0.40, -0.41, -0.21, -0.44, 0.68, -0.71, -0.63, 0.21, 0.19, 0.22, 0.41, 0.23, 0.20, 0.23, 0.22, 0.21, 0.23, 0.19, 0.23, 0.23, 0.25]}

=====

(6)
{"formula": "Cr2F4H18O13P2", "method": "the ωB97M-V functional and the def2-TZVPD basis", "multiplicity": 7, "homo_lumo_gap_ev": [2.84, 4.77], "s2": 12.057, "lumo_ev": [-18.52, -16.60], "total_charge": 4, "species": ["Cr", "Cr", "O", "P", "O", "F", "F", "O", "P", "O", "F", "F", "O", "H", "H", "O", "H", "H", "O", "H", "H", "O", "H", "H", "O", "H", "H", "O", "H", "H", "O", "H", "H", "O", "H", "H", "O", "H", "H"], "coordinates": [[-0.018, -0.885, 2.542], [-2.216, 0.249, -2.558], [0.776, -0.397, 0.733], [0.851, 0.101, -0.673], [-0.431, 0.163, -1.456], [1.966, -0.622, -1.521], [1.280, 1.596, -0.583], [-1.676, -0.981, 1.511], [-2.908, -1.045, 0.632], [-2.843, -0.483, -0.767], [-4.114, -0.405, 1.361], [-3.377, -2.539, 0.634], [-0.336, -3.056, 0.299], [-0.838, -3.166, -0.514], [0.244, -3.829, 0.326], [1.677, -2.130, 2.413], [1.738, -3.101, 2.455], [2.594, -1.824, 2.314], [1.483, 0.228, 3.505], [2.419, 0.278, 3.246], [1.352, 0.976, 4.117], [4.467, 0.484, -0.482], [3.720, 0.091, -0.933], [4.926, 0.991, -1.163], [-0.432, 1.380, 2.049], [-1.164, 2.010, 1.960], [0.357, 1.927, 2.150], [-1.977, 2.329, -0.387], [-1.154, 2.850, -0.426], [-2.603, 2.897, 0.088], [-1.726, -1.771, -2.838], [-0.828, -2.087, -3.038], [-2.326, -2.403, -3.284], [0.471, 4.131, 0.323], [0.896, 3.517, -0.286], [0.709, 3.821, 1.201], [-0.617, 0.249, -4.058], [0.322, 0.420, -3.883], [-0.664, 0.035, -5.009]], "nbo_charge": [1.93, 2.04, -1.07, 2.73, -1.12, -0.50, -0.53, -1.09, 2.73, -1.10, -0.48, -0.49, -0.98, 0.48, 0.51, -0.92, 0.56, 0.55, -0.93, 0.56, 0.56, -0.94, 0.44, 0.50, -0.94, 0.54, 0.51, -0.99, 0.51, 0.52, -0.90, 0.56, 0.56, -0.90, 0.47, 0.46, -0.96, 0.55, 0.56]}